Density functional theory data (ωB97M-V with the def2-TZVPD basis set) for 2 unconnected molecules or ions with the total composition C28H32N4.

- HOMO level (eV) = -5.889
- relative energy (zero: lowest compared OMol25 entry of this formula, charge and spin) (eV) = 0.0000
- DFT total energy (hartree) = -1305.1175

```
64
Properties=species:S:1:pos:R:3:forces:R:3:mulliken_charge:R:1
C 1.021 -5.242 3.297 0.190 -0.017 -0.129 -0.892
C 1.120 -4.228 4.417 -0.366 -0.213 -0.042 -0.579
N 1.496 -2.924 3.914 0.258 -0.073 -0.145 0.029
C 2.019 -2.057 4.946 -0.144 0.250 0.043 -0.680
C 2.737 -0.872 4.338 -0.003 -0.023 -0.076 -0.858
C 1.805 -0.127 3.379 -0.061 0.675 0.445 -0.630
C 0.976 -1.021 2.503 -0.434 -0.375 -0.287 0.856
C 0.912 -2.417 2.788 -0.164 0.056 -0.447 0.457
C 0.208 -3.279 1.895 0.007 0.506 -0.133 0.510
C -0.384 -2.763 0.759 0.490 0.344 0.012 -1.477
C -0.291 -1.381 0.420 -0.139 -0.012 0.957 1.329
C -0.653 -0.974 -0.884 0.482 -0.915 -0.388 -0.637
C -0.309 0.260 -1.485 0.392 1.029 -0.502 0.024
C -0.981 0.719 -2.662 0.433 -0.021 0.275 -1.379
C -0.698 1.946 -3.236 0.356 -0.148 0.510 0.647
C 0.206 2.841 -2.583 -0.272 -0.510 0.394 0.464
N 0.392 4.107 -3.057 -0.118 0.211 0.001 -0.001
C -0.005 4.480 -4.398 0.023 -0.158 -0.287 -0.598
C -1.329 3.850 -4.782 -0.176 0.039 0.174 -0.866
C -1.315 2.342 -4.543 -0.252 -0.028 -0.584 -0.993
C 1.388 4.995 -2.497 0.219 -0.046 0.005 -0.652
C 1.523 4.801 -1.001 -0.059 -0.076 0.003 -0.855
C 1.822 3.334 -0.700 0.696 0.115 0.241 -0.659
C 0.899 2.399 -1.417 -0.272 -0.374 -0.646 0.637
C 0.740 1.093 -0.990 -0.659 0.137 0.090 -1.305
C 0.260 -0.517 1.428 0.273 -0.431 -0.332 -1.733
C 0.119 -4.747 2.169 -0.473 -0.655 0.101 -0.923
H 2.023 -5.431 2.898 -0.056 0.003 0.130 0.308
H 0.633 -6.181 3.702 0.117 0.037 -0.103 0.368
H 0.152 -4.144 4.945 0.195 -0.113 -0.025 0.301
H 1.884 -4.522 5.149 -0.254 -0.031 -0.156 0.393
H 1.185 -1.710 5.583 0.211 -0.013 0.011 0.306
H 2.691 -2.663 5.569 -0.131 0.249 -0.105 0.409
H 3.059 -0.213 5.148 0.040 0.045 -0.147 0.386
H 3.637 -1.216 3.813 -0.167 -0.006 0.052 0.313
H 1.135 0.518 3.965 0.121 -0.039 -0.060 0.335
H 2.409 0.542 2.755 -0.156 -0.051 0.045 0.256
H -0.916 -3.434 0.082 0.142 0.200 0.090 0.463
H -1.100 -1.732 -1.534 0.214 0.407 0.485 0.368
H -1.735 0.074 -3.117 0.088 0.147 0.209 0.540
H -0.070 5.575 -4.417 -0.035 -0.251 -0.113 0.397
H 0.786 4.182 -5.114 -0.175 0.093 0.091 0.276
H -2.127 4.301 -4.183 0.093 0.029 -0.066 0.311
H -1.530 4.070 -5.834 -0.078 -0.034 0.112 0.376
H -0.772 1.865 -5.372 -0.021 0.004 0.222 0.321
H -2.337 1.955 -4.589 0.086 0.007 -0.036 0.437
H 2.359 4.815 -2.995 -0.108 0.119 0.144 0.292
H 1.077 6.019 -2.741 0.139 -0.179 0.124 0.392
H 2.327 5.443 -0.638 -0.050 -0.054 0.087 0.371
H 0.597 5.107 -0.499 0.094 -0.040 -0.133 0.322
H 2.867 3.115 -0.969 -0.172 0.063 0.062 0.296
H 1.734 3.161 0.378 0.084 -0.005 -0.090 0.283
H 1.440 0.683 -0.255 -0.391 0.337 -0.218 1.072
H 0.145 0.569 1.329 0.204 -0.509 0.016 1.074
H 0.350 -5.306 1.254 -0.052 0.097 0.110 0.419
H -0.924 -4.995 2.408 0.102 0.057 -0.017 0.364
N -5.092 -2.859 -1.360 0.602 -0.029 -0.075 -0.753
C -5.325 -1.588 -0.892 2.738 0.216 -0.212 -0.437
C -4.053 -0.930 -0.782 -1.771 -1.449 -0.332 -0.452
N -3.088 -1.810 -1.173 -0.282 -0.237 -0.217 -0.009
C -3.737 -2.963 -1.526 -1.658 2.059 0.961 -0.419
H -6.290 -1.154 -0.650 0.037 -0.426 -0.150 0.362
H -3.852 0.082 -0.458 0.171 -0.040 0.011 0.348
H -3.223 -3.842 -1.895 -0.148 0.045 0.038 0.376
```
Forces are in eV/Å.

=====

Density functional theory data (ωB97M-V with the def2-TZVPD basis set) for a molecular structure, C2H4N6.

- HOMO level (eV) = -9.465
- relative energy (zero: lowest compared OMol25 entry of this formula, charge and spin) (eV) = 6.9435
- DFT total energy (hartree) = -406.8617

```
12
Properties=species:S:1:pos:R:3:forces:R:3:mulliken_charge:R:1
C 2.154 -0.192 -0.041 -3.729 0.644 -7.740 -0.238
C -1.147 0.801 0.065 3.171 1.858 0.327 0.528
H 2.949 -0.097 -0.964 -0.904 -0.384 3.260 0.265
H 2.187 0.124 1.049 -0.014 -0.791 -1.609 0.299
H -0.777 -2.100 1.097 -1.165 1.681 -4.028 0.313
H 0.119 2.447 -0.040 -2.542 -1.624 0.470 0.271
N 0.977 -0.332 -0.880 4.210 1.565 8.739 -0.213
N -0.164 -0.308 0.494 -0.259 0.713 -4.802 -0.184
N -0.805 -1.495 0.058 -0.919 -0.769 4.211 -0.240
N -2.221 -1.071 -0.432 1.057 0.003 1.907 -0.161
N -2.355 0.145 -0.327 0.260 -0.479 -0.655 -0.074
N -0.916 2.078 -0.078 0.833 -2.418 -0.080 -0.566
```
Forces are in eV/Å.